Below is a cluster of 24 separate species, C64H170N34O22P2 in total at a distorted geometry, with properties calculated with ωB97M-V with the def2-TZVPD basis set.

Geometry as XYZ:
```
292
Properties=species:S:1:pos:R:3:forces:R:3
H 2.1131 2.4093 -3.9138 -0.1 -0.4 -0.7
H 0.9320 4.6990 4.4843 -1.2 0.0 1.0
H -2.6191 -1.0993 4.5865 0.3 -0.2 0.0
H 5.9371 2.3844 0.0496 -0.3 -0.3 -0.3
C 0.4285 0.4286 -0.2084 0.6 1.1 -1.7
C -3.7054 3.1849 -2.3870 1.1 -0.2 0.8
H 3.7679 -0.1173 -8.3762 0.2 -0.2 0.0
C -5.8489 7.8312 -2.9319 0.7 0.3 -0.4
H 2.8297 2.4839 -6.2558 0.6 -0.2 -0.5
C 4.1692 -1.0786 -8.0125 -1.4 0.0 -0.5
C 0.4860 2.3563 -5.1481 -2.7 -0.6 0.2
H -1.6789 -4.6135 -1.4885 -0.5 -0.6 0.9
H -2.3792 -6.6117 3.9844 0.2 0.2 -0.8
N 3.8177 -9.9390 1.3322 -0.6 -0.3 -1.8
C -5.8445 6.8932 -4.1305 1.9 0.8 -0.4
C -0.0666 -5.5342 -1.1334 0.8 -0.9 -0.6
H -4.5433 1.3283 -2.9801 -0.1 -0.1 -0.1
H 8.0398 2.4120 2.1271 0.7 0.5 -1.3
H -2.8773 3.1426 0.4433 0.1 0.2 0.2
H -5.5047 -1.3259 1.9447 -0.8 -0.4 -0.7
C -0.2902 -1.9028 7.7906 1.2 1.0 2.8
H -2.2061 -6.3471 2.1878 -0.4 -0.3 0.9
N 2.5627 5.3770 -4.0541 -0.9 0.0 1.1
H -0.9582 -0.7967 -7.2759 0.7 -0.1 0.2
H 6.0495 1.0066 -4.7306 0.6 0.6 -0.6
N -3.5171 -1.4261 4.2749 0.9 0.3 1.9
H 4.6537 -0.2498 -3.0083 0.6 -0.7 -0.1
H 1.7957 6.3054 0.4018 0.5 0.1 -0.4
H -0.4248 -3.9603 -5.3634 0.8 0.0 0.0
C 1.0408 -5.8941 -0.1879 0.1 -1.0 1.0
H -8.0552 3.1187 -3.6032 0.8 -0.3 0.4
C 3.4891 1.4591 5.8720 1.5 0.8 -0.6
N -0.5296 -3.2366 -6.0570 -0.2 -0.2 0.7
H -1.6635 2.6784 -1.5839 0.0 0.5 -0.2
P 1.6059 0.4066 1.1138 0.2 -0.1 -0.4
H -1.4420 -4.6326 0.2036 0.5 -0.2 0.4
H -1.3581 1.4300 -5.4968 -0.2 0.3 0.2
P -5.7984 2.7409 -4.3051 -0.4 0.4 0.1
H -1.2336 -2.3732 7.8101 -1.0 -0.5 -0.5
H -1.3087 3.1056 -6.0286 -0.3 0.3 0.0
H -6.7142 0.8892 -1.9217 0.1 0.2 0.0
N 5.9889 -2.1929 1.9020 -1.7 -0.7 -1.3
H 0.1623 1.4918 -0.3825 -0.4 -0.6 0.2
H -5.4510 8.8320 -3.2127 -0.9 -0.4 0.1
C 5.9495 1.9979 -5.2197 1.0 1.1 1.7
H 1.5174 -3.0929 4.6436 0.2 -1.2 -0.4
H 3.6551 4.1861 -1.0642 0.3 -0.5 -0.4
H -3.5569 -1.2308 0.2647 0.3 -0.3 0.1
H 0.8780 2.3921 1.9886 0.4 -0.3 0.7
C -0.6825 2.1481 5.0579 0.0 -1.3 -0.9
C -7.8018 0.5717 -7.2272 1.0 1.6 -2.2
O 6.1052 2.8711 4.5219 1.4 0.5 -1.5
H 4.1015 3.8158 3.2316 -0.3 0.3 0.2
H -3.0418 -2.8015 -0.4139 -0.2 0.7 0.4
O 4.3425 -1.9145 -1.0061 -0.5 -0.9 0.5
H 1.3335 -5.1539 0.5765 -0.2 -0.2 -0.5
H -5.4294 -7.1822 -5.6791 0.0 -0.2 0.7
H 5.0598 -4.6700 3.8525 -0.5 -1.1 -0.5
C 2.6990 -1.3998 2.8725 -0.6 -1.1 0.9
H 6.4847 2.2115 -6.1449 -0.2 -0.6 0.0
C -5.2061 -6.2976 -5.0673 0.4 -1.0 -0.5
N 7.6762 2.1975 3.0104 -2.3 -1.0 1.7
N -0.0306 3.1972 9.0297 0.1 2.2 1.3
H -6.1850 0.7437 -8.7742 -0.1 -0.5 0.3
C -1.7659 -1.4346 -6.9442 -1.2 2.0 1.4
H -4.8604 7.0507 -4.6447 -0.4 -0.4 0.5
C -5.9787 1.5496 -5.6383 -0.9 -0.1 0.0
C 0.1371 -1.4000 6.4968 1.5 1.9 -2.6
H -3.1468 4.0397 -2.7717 -0.5 0.2 -0.3
H -8.1005 2.1775 -5.8198 0.4 -0.1 -0.2
H -0.3109 -2.8362 -2.8714 -0.6 -1.4 -0.2
H -5.0371 7.4420 -2.3065 -0.5 0.1 0.6
H 4.3174 -6.2908 3.5704 0.6 1.0 0.0
C 4.5207 2.2530 -5.1951 -2.1 -0.7 -1.2
H 1.4794 -5.6726 7.7960 0.0 0.1 0.8
H 1.8635 -6.2388 -0.8203 0.1 0.5 0.2
H 3.9140 2.4427 7.5773 -0.2 -0.1 0.4
H -2.3059 1.5473 3.7798 0.5 0.0 -0.5
H -5.3031 5.3348 -2.8492 1.0 -0.5 0.2
C 1.0200 1.3874 2.4482 -1.8 0.3 -0.5
H -4.8126 -6.4929 -4.0767 -0.5 -0.8 0.3
H 0.1428 -2.6689 -1.0758 -0.3 -0.1 -1.0
H 3.0508 0.1136 -5.9071 0.1 0.5 -0.2
N -2.8242 -5.8029 -5.3395 1.2 -0.6 -0.2
O -4.8038 -0.5633 -1.7407 0.5 -0.9 0.0
N 3.5739 4.5524 2.7700 -0.7 -0.7 1.9
H -3.5789 2.0911 -4.2450 -0.2 0.0 0.4
H -9.5919 1.4534 -2.6860 0.7 0.0 1.2
H -8.8736 2.2951 -1.2434 0.0 -0.2 -0.6
C 2.0752 -6.9889 6.5583 0.4 -0.6 -3.5
H 3.5597 -0.8045 2.5735 0.2 0.0 0.7
H 4.1690 2.6596 -1.8578 -0.5 -0.3 -0.4
O 1.2194 -6.7046 5.7168 -0.5 0.3 0.8
O 3.8661 2.1786 -4.1410 0.8 0.2 -0.6
H -4.2266 2.1468 -0.0030 -0.6 0.0 -0.1
H 1.9285 5.1359 -3.2810 0.2 -0.1 -0.8
N -3.4817 -1.8866 -0.5112 0.2 -0.9 -0.5
C 1.1195 -0.1302 -1.4981 -0.9 -0.9 1.6
H -0.6613 -5.1714 5.1571 -0.6 0.1 -0.6
C -1.5572 -4.8115 3.2793 0.9 0.7 0.3
H -4.2357 -1.4389 4.9783 0.1 -0.1 0.2
C 3.7315 5.9405 -3.7022 1.5 0.5 0.3
H 0.4475 -2.5869 8.2532 -0.2 0.4 -0.3
H 6.6959 4.9790 4.2498 0.7 0.4 -0.4
H -2.6483 1.3599 -2.0684 0.0 -0.6 0.3
O 5.7148 0.0087 2.5153 -0.3 -0.4 -0.6
H 2.4212 5.9615 -1.2187 0.9 0.3 -0.6
H 1.2875 -3.7820 3.0152 -1.0 -0.2 -0.3
H -0.4181 -0.1954 0.0181 -0.5 0.0 0.3
C -7.2863 1.8362 -6.4886 0.3 -1.2 1.4
H 3.8658 -3.3943 -3.7357 0.3 0.0 0.4
C -0.9262 4.2796 8.6971 0.8 -0.9 -0.5
H -2.9368 4.7411 4.6127 0.1 -0.1 -0.1
C -6.7216 -0.0385 -8.2075 -1.8 0.0 0.5
C 5.3761 3.2862 -0.2070 0.0 1.0 -0.1
H 4.6579 -10.7075 4.1860 0.4 -0.2 0.7
N -1.1429 -4.4422 4.6066 -0.4 -1.4 -1.6
H 1.8371 -0.8191 -1.0640 0.6 -0.3 -0.6
H 3.6956 -10.8053 0.8263 0.4 -0.2 0.5
H -4.6658 5.0379 7.6895 0.0 0.1 -0.3
H 0.6438 -1.5575 1.9779 0.3 0.3 0.2
H 3.8305 0.9769 1.3703 0.7 0.5 0.4
H -1.2324 2.9321 5.5060 -0.2 1.0 0.8
C 1.6768 -1.2604 1.7181 -0.3 -0.8 1.0
N 4.7696 -10.6609 3.1986 1.9 -3.5 1.5
C 2.9239 2.5424 0.0251 0.4 0.3 0.4
H 0.1382 -3.1211 -6.8280 -0.6 -0.2 0.6
H 3.9035 -7.7496 6.6929 0.5 -0.3 0.1
H -2.6148 -6.4990 -4.6478 0.1 -0.2 -0.1
N 6.1989 -7.2333 2.5651 1.5 -0.6 -1.6
H -6.5035 7.2125 -4.9074 -1.1 -0.1 -0.4
H 2.7067 -6.7458 8.5125 -0.6 0.5 -0.7
C -1.4995 -2.3325 -5.7430 0.0 0.3 -1.0
N 3.0338 -7.9089 6.2267 0.4 -0.5 -0.2
N -3.3909 4.8362 5.5075 -1.6 -0.4 -1.3
H 2.9027 3.0807 0.9914 -0.1 0.6 -0.9
C 4.4426 -2.2360 -2.1907 1.4 3.5 1.2
H 2.2933 -1.1468 3.8799 0.0 1.2 -1.0
H -5.9948 0.5671 -5.1074 -0.1 0.5 -0.5
N -2.1780 -6.0419 3.1629 0.7 1.3 -0.1
C 3.9960 -9.7854 2.6507 -0.7 2.1 -1.7
H 6.2482 2.8013 -4.4958 0.5 -0.9 -0.3
O -3.1976 -0.6256 2.1878 0.0 0.7 -0.5
H -4.7635 -3.5684 -2.2487 -0.1 -0.9 0.4
H -4.9948 4.6499 -5.5213 -0.1 0.1 0.4
H 3.6011 0.5123 -0.2960 -0.3 -0.2 0.5
H -2.8092 1.3628 0.4847 0.5 0.0 -0.1
N 4.7238 0.8564 5.9198 -0.2 -0.1 -1.0
H 1.9529 2.7035 -0.4905 0.5 -0.5 0.4
H 3.1246 -8.2038 5.2370 -0.4 0.4 0.9
C -5.8549 4.4677 -4.8563 0.2 -0.2 0.0
H -6.7943 3.3600 -2.3774 -0.2 0.2 0.6
O 1.6400 5.7426 2.4668 0.7 -0.6 1.3
O 2.6720 -2.7387 -7.2057 -1.2 -0.7 0.6
H -7.6149 0.6043 -3.3821 0.2 -0.2 0.0
C 6.1243 -5.8995 2.6458 -0.4 -0.3 2.0
C -4.3143 2.2980 -3.4428 0.6 -0.4 -0.8
H -0.3050 -0.0896 3.4614 0.1 0.2 -0.3
O 2.7972 1.4975 4.8530 -0.1 -0.7 0.4
N 5.0097 -5.5632 3.3364 -1.4 1.4 1.0
C -7.4992 1.3124 -2.5574 0.8 -0.8 -0.3
H -1.5654 2.7069 -4.2417 0.3 0.1 -0.5
N -0.5788 5.5340 9.0976 0.3 -1.7 0.5
H 1.7682 1.2993 3.1985 0.5 0.6 0.7
C 7.0151 3.1895 3.6972 -1.7 -0.7 1.2
H -6.1076 -5.6953 -5.0147 0.2 0.2 -0.1
H 0.7533 -6.8221 0.3544 -0.1 0.6 0.0
H 8.2086 4.8086 3.4198 0.5 0.5 -0.1
H -6.8384 7.8642 -2.4412 0.7 0.2 0.0
H 5.1696 0.9640 5.0124 -0.1 -0.3 -0.1
H 5.4271 -7.7699 2.8926 -0.4 -0.6 -0.2
H -0.8783 -0.7194 -2.0472 0.0 0.1 -0.1
O 3.6134 -8.7470 3.1950 -0.2 0.2 0.8
O -4.3804 -4.5003 -6.2984 0.7 -0.9 -0.7
N 3.8628 2.4335 -6.3758 -1.3 0.3 0.6
H 5.2128 3.8029 0.7614 0.4 0.0 -0.6
H -0.9780 0.7405 2.0424 -0.4 -0.9 -1.2
C 0.1492 -0.9368 -2.3563 0.1 0.3 0.9
H 1.4379 -0.0400 5.5310 -0.1 -0.1 1.0
H -4.9765 -2.4027 -3.5300 1.0 0.0 0.9
H 0.3689 3.2951 9.9899 -0.4 -0.1 -1.2
H 4.1648 -1.7765 -8.8850 0.2 0.6 0.9
H 7.2517 -0.6068 4.2785 -0.1 -0.5 -0.1
N 2.2378 -6.3235 7.7020 0.1 0.2 1.5
C -1.0809 2.4532 -5.1980 1.4 -0.6 0.5
H 5.0610 -11.5302 2.7132 -0.5 1.1 0.6
H 4.0105 4.9200 1.9793 0.2 0.9 -1.2
N 1.7105 5.9069 -0.5317 -2.3 -1.2 1.8
N -1.3206 -5.1395 -0.6663 0.6 0.8 -2.5
N 6.7668 -1.4095 3.8847 0.5 -1.6 -0.1
N 7.2524 4.5450 3.5117 -0.8 -1.4 0.4
H -2.0406 -5.2498 -5.6998 -0.9 -0.3 0.1
H -8.6980 0.3116 0.0777 -0.2 0.3 -0.2
C 5.2185 -1.2152 -3.0296 -1.0 -0.2 0.3
H 4.2645 6.0613 -5.6501 0.2 0.2 -0.4
C 0.7674 4.9051 -0.6172 0.1 1.0 1.1
H -2.5695 -0.7170 -6.6992 0.3 -0.3 0.2
H 2.1751 -1.1970 -5.2922 -0.3 0.0 0.4
C -4.6953 4.3023 5.5713 0.9 0.0 0.3
H 3.5047 -3.4198 2.4300 0.1 0.4 -0.2
H 3.9779 -2.7821 3.9922 -1.0 0.3 -0.6
H 5.3352 -1.9476 1.1689 0.1 -0.5 -0.6
O -1.3875 -4.0745 2.2681 -0.3 -1.3 1.9
H 5.1830 -0.8899 -7.6448 -0.3 -0.3 0.2
H -0.6691 3.8919 0.3907 -0.4 -0.5 -0.3
H -6.9280 5.3505 -3.1855 -0.6 -0.1 -0.2
C -0.3688 0.8541 2.8998 -0.4 0.4 0.9
C 1.9815 -3.7103 3.8257 -0.1 2.3 0.3
H -1.1395 6.2322 8.7067 -0.7 1.2 -0.5
H -10.1901 0.0067 -0.8705 -0.5 0.4 0.3
C -3.1568 2.2297 -0.0720 0.5 -0.3 -1.0
H -1.1650 2.7414 3.0521 -0.6 0.9 -0.3
C 3.1194 -1.6434 -6.9904 2.8 1.2 -1.0
H -8.1483 -0.2155 -6.6023 -0.2 -0.4 1.0
C -8.8104 1.3713 -1.8568 -2.0 1.4 0.0
H 3.2294 -9.2333 0.9779 -0.6 0.9 -0.6
O 1.0161 2.0172 -6.1979 1.0 0.2 -0.3
O -0.4386 -1.6846 5.4583 -0.2 -0.2 -0.1
H 5.4229 -1.5538 -4.0226 0.0 0.0 -0.8
H 2.2444 2.3906 7.1849 -1.5 0.7 0.2
H 1.6504 0.6049 -2.0428 0.5 0.9 -0.4
H 7.2799 -2.3048 3.7755 0.0 1.1 0.8
H 5.4571 6.5565 -4.4883 -0.2 0.0 -0.3
H -0.3685 -1.0106 8.4738 0.1 -0.9 -0.3
C -3.9169 -1.0724 3.0600 -1.3 -1.5 -0.6
H 3.5022 -4.0267 -2.1822 0.0 0.2 0.1
H -7.0312 2.6786 -7.1258 -0.2 -0.2 -0.5
O 0.5808 4.2712 -1.6427 0.0 -0.8 -1.6
H 2.3870 3.7218 4.8310 -0.3 -0.2 0.2
H 5.3967 1.1513 6.6082 -0.3 0.1 0.4
H -7.2809 -0.7048 -8.9017 0.6 0.5 0.2
O -5.3278 3.8072 4.6450 0.8 1.0 1.0
O -1.9050 4.0817 8.0004 0.0 -0.2 0.2
O -2.1036 -2.2931 -4.6716 0.9 -0.1 -1.2
H -2.8374 4.6133 6.3074 0.4 0.2 0.6
C -5.1464 4.3265 7.0267 -1.2 -1.6 -0.3
H -6.1060 -0.6895 -7.5924 0.6 0.1 -0.3
C -4.2998 -2.7087 -2.6822 -0.2 0.5 -1.0
H 1.4185 -2.7626 -2.2876 -1.0 0.4 -0.3
H 0.7623 2.8518 -3.1387 -1.5 0.7 0.7
H -2.1376 -1.9133 -7.8049 -0.3 -1.3 -0.9
C -2.6900 2.3221 -1.5754 -0.7 -0.1 1.3
H 0.3974 2.2938 4.9910 -0.1 0.3 0.2
C -1.2560 1.8688 3.6687 1.4 -0.5 0.6
H -0.5770 -3.6133 4.6314 -0.2 0.5 -0.3
H -8.7267 -0.7048 -1.3395 0.0 0.3 0.1
H -3.3036 -2.9408 -3.0762 -0.4 -0.1 0.0
N 1.2309 -0.5003 6.4292 -1.7 -1.6 1.3
N 2.9298 -0.8771 -5.8683 -0.4 -1.1 -0.3
N 1.0875 2.4325 -3.9698 1.8 0.0 0.1
C -4.0907 -5.5551 -5.7219 -1.1 3.7 0.5
O 4.0783 6.3522 -2.5975 -1.1 -0.4 0.4
C -5.9695 5.4575 -3.6761 -0.7 0.4 -0.9
H -5.4254 -2.3482 3.3382 -0.6 -0.7 -0.1
H -0.4978 2.3232 8.9358 -0.5 -0.5 -0.1
O 6.9849 -5.1027 2.3424 0.4 0.8 -0.8
H -6.7498 4.5729 -5.4843 0.1 -0.1 0.1
H 1.8983 -1.9340 0.9133 0.6 -0.4 -0.7
C 2.3200 4.9640 3.1733 0.4 -0.5 -1.5
N -0.0501 4.6631 0.4819 0.9 0.6 -1.0
N 3.1663 2.1501 6.9779 1.0 -0.3 0.7
H -4.4749 3.5023 -1.6879 0.0 0.4 0.0
H -6.2462 4.3745 7.0661 0.4 0.3 0.0
H -0.8659 1.2420 5.6340 0.1 0.0 0.3
H 5.8791 -3.1525 2.2520 0.6 0.5 -0.2
H 2.5518 4.8643 -4.9146 -0.3 -0.3 0.1
H 7.0234 1.3348 3.0069 1.3 1.5 -0.3
H 6.1579 -1.1213 -2.5070 0.3 0.3 0.1
N 1.8247 4.3497 4.2869 1.3 0.9 -1.6
C -9.1390 0.2392 -0.9244 0.8 -2.0 -0.4
H 6.7738 -7.5267 1.7911 0.0 -0.6 0.2
N -5.2529 -1.4813 2.8905 1.4 1.8 -0.2
H -5.0742 1.5785 -6.2578 -0.2 -0.1 0.1
C -4.2012 -1.6531 -1.6262 -1.2 2.0 -0.1
H 0.3439 5.7631 9.3827 0.5 0.1 0.2
O 0.1933 -5.7549 -2.3262 -1.4 0.9 1.1
H 1.5047 -0.1469 7.3506 0.3 0.2 -1.1
C 3.1684 1.1040 0.5326 -0.5 -0.7 -1.6
H 0.2897 4.8566 1.3970 0.3 0.5 0.7
N 3.9806 -3.3252 -2.7289 -1.1 -2.1 -1.6
H 4.2010 2.4345 -7.3321 0.5 0.0 0.7
H -4.9276 3.2934 7.3854 0.0 0.6 0.0
H 5.9911 3.9171 -0.8850 0.0 -0.3 0.7
H 2.2599 -4.7185 4.0756 0.2 -0.2 0.5
C 3.1021 -2.8329 3.2666 1.8 -1.2 -0.3
N 4.6352 6.0207 -4.7229 0.3 -0.2 -0.2
C 6.0768 -1.1640 2.7263 1.5 2.2 1.9
C 4.0165 3.1536 -0.9138 -0.2 0.1 2.1
C -7.1437 2.6639 -3.1256 -0.7 0.3 -0.8
C 0.3539 -2.4278 -2.1527 1.2 0.5 1.0
H -8.6769 0.9069 -7.8160 0.3 -0.2 0.2
H 0.1747 -0.6462 -3.3895 0.3 0.0 -0.7
```
Positions in Å, forces in eV/Å.

The calculation puts the frontier orbital gap at 9.132 eV. As for the spin multiplicity: 1. For the energy, the calculation gives -183420.9069 eV. The charge is +2. Its HOMO energy is -11.87 eV.